[1]
{
  "formula": "C22H26N2O3",
  "method": "the ωB97M-V functional and the def2-TZVPD basis",
  "lumo_energy_ev": 0.653,
  "relative_energy_ev": 0.443,
  "smiles": "C[C@H]1C=CC[C@@H]2C(=O)N(c3cccc(C(=O)N4CCCCCC4)c3)C(=O)[C@@H]21",
  "total_energy_ha": -1189.2222,
  "elements": ["C", "H", "H", "H", "C", "C", "C", "C", "C", "C", "O", "N", "C", "O", "C", "H", "C", "C", "C", "C", "C", "C", "H", "H", "H", "C", "O", "N", "C", "H", "C", "H", "H", "C", "C", "C", "H", "C", "H", "H", "H", "H", "H", "H", "H", "H", "H", "H", "H", "H", "H", "H", "H"],
  "xyz": [[5.224281, 2.569267, 0.223744], [5.198014, 2.936227, 1.247298], [5.339763, 3.419494, -0.444060], [6.089909, 1.924007, 0.107090], [3.929537, 1.822618, -0.108661], [3.922102, 1.376597, -1.541943], [4.523448, 0.258399, -1.913627], [5.226345, -0.605870, -0.914482], [4.432350, -0.682866, 0.402454], [3.320807, -1.704115, 0.222443], [3.452967, -2.856425, -0.088959], [2.111140, -1.074511, 0.456836], [2.245030, 0.253578, 0.814698], [1.333758, 0.992586, 1.082199], [3.721692, 0.605120, 0.817457], [3.989154, 0.903222, 1.835705], [0.850325, -1.715291, 0.336985], [-0.183878, -1.053625, -0.307368], [-1.436198, -1.647893, -0.388468], [-1.629077, -2.922676, 0.129063], [-0.586638, -3.581566, 0.757051], [0.653419, -2.979484, 0.876792], [1.465889, -3.488281, 1.370074], [-0.739905, -4.570291, 1.162126], [-2.597333, -3.390326, 0.034040], [-2.550877, -0.968213, -1.127175], [-3.041961, -1.483206, -2.117878], [-2.949815, 0.235340, -0.660780], [-2.487170, 0.819852, 0.578822], [-1.987802, 0.039679, 1.155864], [-3.619512, 1.411838, 1.425373], [-3.886861, 2.405498, 1.061836], [-3.226785, 1.536754, 2.436108], [-4.875955, 0.538175, 1.459606], [-5.854550, 0.868886, 0.332027], [-5.380728, 0.424075, -1.048747], [-5.365674, -0.665501, -1.105297], [-3.981384, 0.926146, -1.410585], [-3.887634, 1.998847, -1.235575], [-3.802018, 0.719351, -2.469602], [-6.086342, 0.784722, -1.799507], [-6.811197, 0.383832, 0.539235], [-6.031041, 1.947882, 0.325256], [-4.594895, -0.515499, 1.408504], [-5.388176, 0.697472, 2.411052], [-1.747344, 1.604248, 0.372181], [-0.016128, -0.079689, -0.738876], [5.097884, -1.051029, 1.188370], [6.222652, -0.201480, -0.717392], [5.353306, -1.619649, -1.298526], [4.530662, -0.062594, -2.943891], [3.420831, 2.010612, -2.257092], [3.091639, 2.505755, 0.068224]],
  "forces_ev_per_angstrom": [[-0.23, -0.03, -0.02], [0.04, 0.05, 0.12], [0.08, 0.08, -0.04], [0.15, -0.05, -0.02], [0.07, 0.04, 0.15], [-0.18, 0.13, 0.04], [0.05, -0.14, -0.11], [0.02, -0.05, 0.09], [0.30, -0.13, -0.04], [0.35, 0.09, 0.05], [0.02, -0.12, -0.05], [-0.41, -0.23, -0.04], [0.25, 0.20, 0.25], [-0.07, 0.10, 0.00], [-0.03, 0.34, 0.00], [-0.09, -0.06, -0.03], [-0.31, -0.17, -0.01], [-0.05, -0.14, 0.01], [0.24, -0.23, -0.09], [-0.06, 0.13, -0.06], [-0.02, 0.02, 0.03], [0.06, 0.11, -0.01], [0.06, -0.03, 0.02], [-0.01, -0.08, 0.04], [-0.09, -0.05, -0.03], [0.16, -0.07, 0.04], [-0.12, -0.19, -0.14], [-0.06, 0.13, -0.01], [0.18, 0.30, 0.42], [-0.05, 0.17, -0.05], [0.06, -0.27, -0.05], [0.01, 0.07, 0.04], [0.04, 0.08, -0.02], [-0.12, 0.31, 0.04], [0.06, -0.30, -0.07], [0.04, 0.24, 0.12], [-0.02, -0.02, -0.08], [-0.26, -0.22, -0.43], [0.04, 0.03, -0.02], [0.00, 0.15, 0.14], [-0.02, -0.05, -0.07], [-0.05, 0.07, 0.00], [-0.05, 0.05, 0.04], [-0.01, -0.12, 0.08], [0.03, -0.07, 0.01], [0.03, -0.11, 0.08], [0.01, 0.11, 0.01], [-0.13, -0.02, -0.04], [0.01, -0.08, 0.02], [0.07, 0.06, 0.06], [-0.04, 0.05, -0.18], [-0.04, 0.04, -0.19], [0.09, -0.12, 0.00]]
}

=====

[2]
{
  "formula": "C2H11O6P4",
  "method": "the ωB97M-V functional and the def2-TZVPD basis",
  "lumo_energy_ev": -3.978,
  "total_charge": 1,
  "relative_energy_ev": 0.865,
  "total_energy_ha": -1899.4667,
  "elements": ["C", "C", "O", "O", "O", "O", "O", "O", "P", "P", "P", "P", "H", "H", "H", "H", "H", "H", "H", "H", "H", "H", "H"],
  "xyz": [[3.050169, -0.132868, -0.240748], [2.374584, 0.802755, 0.766185], [-2.446657, -0.458096, -1.374174], [-0.592124, -2.472504, -0.389300], [-1.526374, -1.092383, 1.586310], [-1.510651, 1.845914, 1.672110], [0.178856, 0.096426, -1.840779], [1.167678, 1.304781, 0.182626], [-3.284352, 0.669141, -0.329178], [-0.010725, -1.617290, 0.788256], [-1.569678, 1.938466, 0.040766], [-0.108657, 0.364761, -0.292803], [2.445513, -0.771848, -0.857534], [3.586437, 0.417192, -1.075619], [3.874562, -0.714185, 0.284500], [2.928060, 1.734684, 1.180584], [2.138047, 0.094043, 1.651496], [-3.101565, -1.072205, -1.630149], [-0.471396, -3.342056, -0.775889], [-1.570852, -1.335328, 2.513953], [-1.199873, 2.751803, 2.006913], [-0.494023, -0.179810, -2.418405], [-3.856969, 1.168613, -1.449130]],
  "forces_ev_per_angstrom": [[3.39, 1.28, -0.40], [0.31, -1.43, 1.35], [0.75, 1.59, 1.42], [-0.86, 0.23, -1.04], [2.34, -0.75, -1.69], [0.55, 2.13, 0.79], [1.98, 0.99, 1.79], [-2.28, -0.85, -0.41], [0.18, -2.21, 0.34], [-2.21, 0.71, 2.16], [0.00, 0.70, -0.37], [2.33, 0.99, -0.76], [-0.89, -0.58, 0.49], [-0.46, -0.15, 1.10], [-1.17, 0.48, -0.66], [-0.67, -1.84, -1.07], [0.09, 1.54, -0.96], [-0.98, -1.52, -0.56], [0.52, -0.16, 0.57], [0.15, -0.21, 0.27], [-0.62, -1.87, -0.47], [-1.88, -0.67, -0.99], [-0.56, 1.60, -0.88]]
}